Record 1
DFT (the ωB97M-V functional and the def2-TZVPD basis) results for C40H110MgN9O11 as an isolated structure at a distorted geometry.

Net charge ... +1
Gap between HOMO and LUMO ... 4.03 eV
LUMO ... -6.17 eV

Each line ends with the Löwdin charge.
Element x y z (Å)
Mg (-15.38487, -9.06835, -5.60121)  1.18
C (-12.22083, -13.21644, -3.76265)  -0.11
C (-13.42405, -12.46987, -3.21735)  -0.46
O (-13.87793, -11.39226, -3.97095)  -0.30
H (-12.51620, -13.73972, -4.67206)  0.06
H (-11.79550, -13.99945, -3.13487)  0.07
H (-11.41152, -12.58918, -4.13637)  0.06
H (-13.15508, -12.20034, -2.19602)  0.09
H (-14.18767, -13.23964, -3.10582)  0.10
C (-10.53379, -11.47409, 1.59985)  -0.07
C (-10.34414, -13.01549, 1.64447)  -0.33
O (-10.30812, -13.41342, 3.00167)  -0.08
H (-11.55129, -11.31662, 1.95762)  0.06
H (-10.48406, -11.11356, 0.57240)  0.06
H (-9.75505, -11.02124, 2.21352)  0.08
H (-9.34172, -13.31080, 1.33453)  0.10
H (-10.96750, -13.60061, 0.96835)  0.10
H (-10.03219, -14.33076, 2.93894)  0.08
C (-4.41401, -12.19060, -8.50162)  -0.05
C (-5.60616, -13.08712, -8.13574)  -0.43
C (-6.90900, -12.30723, -7.97375)  -0.21
O (-6.83901, -11.50162, -6.82019)  -0.21
C (-7.81106, -10.49626, -6.72321)  -0.12
N (-5.78336, -14.11357, -9.17520)  0.03
H (-4.66900, -11.73233, -9.45716)  0.08
H (-3.46502, -12.72590, -8.53289)  0.08
H (-4.26042, -11.39294, -7.77482)  0.08
H (-5.36584, -13.63652, -7.22552)  0.13
H (-7.81406, -12.89257, -7.81146)  0.13
H (-6.94182, -11.69192, -8.87287)  0.12
H (-8.78710, -10.97180, -6.62671)  0.08
H (-7.80113, -9.91174, -7.64318)  0.08
H (-7.62198, -9.82540, -5.88518)  0.09
H (-4.87941, -14.48524, -9.42982)  0.07
H (-6.28831, -14.91440, -8.82334)  0.07
C (-6.56827, -11.35714, -1.30586)  -0.05
C (-5.83458, -12.50832, -2.15119)  -0.43
C (-6.82902, -13.56938, -2.58480)  -0.22
O (-6.23726, -14.73408, -3.16396)  -0.17
C (-7.16746, -15.60070, -3.75132)  -0.13
N (-5.25676, -11.81898, -3.24975)  0.04
H (-6.06771, -10.39382, -1.20811)  0.07
H (-6.90707, -11.80319, -0.37080)  0.06
H (-7.48801, -11.02724, -1.78890)  0.06
H (-5.06097, -12.96580, -1.53448)  0.14
H (-7.49326, -13.07889, -3.29635)  0.11
H (-7.55997, -13.86321, -1.83150)  0.12
H (-6.59427, -16.44657, -4.13085)  0.09
H (-7.66092, -15.11535, -4.59337)  0.08
H (-8.00540, -15.97095, -3.16065)  0.08
H (-4.83727, -12.57909, -3.76586)  0.08
H (-6.00084, -11.34098, -3.73756)  0.07
C (-18.03207, -9.46430, 5.08205)  -0.08
C (-16.76193, -10.25310, 5.43635)  -0.40
C (-15.96712, -10.65706, 4.16939)  -0.25
O (-16.65114, -11.64214, 3.48000)  -0.16
C (-15.85866, -12.05467, 2.37023)  -0.11
N (-15.97965, -9.26747, 6.19425)  0.02
H (-17.87366, -8.65862, 4.36520)  0.07
H (-18.67079, -9.11517, 5.89338)  0.08
H (-18.75122, -10.05945, 4.51928)  0.07
H (-16.95975, -11.12491, 6.05999)  0.14
H (-15.03339, -11.06198, 4.55961)  0.12
H (-15.85006, -9.74706, 3.58091)  0.12
H (-15.69019, -11.27735, 1.62491)  0.07
H (-16.38889, -12.84910, 1.84504)  0.09
H (-14.84648, -12.35912, 2.63651)  0.08
H (-15.89532, -8.44192, 5.61853)  0.06
H (-15.04415, -9.59818, 6.38285)  0.07
C (-16.77938, -7.92776, -0.75638)  -0.05
C (-17.66528, -8.77077, -1.67712)  -0.43
C (-19.17280, -8.58453, -1.35707)  -0.21
O (-20.09166, -9.27067, -2.20492)  -0.17
C (-20.04302, -10.71558, -1.95061)  -0.06
N (-17.42249, -8.35328, -3.04064)  0.03
H (-17.01333, -6.86612, -0.83556)  0.08
H (-15.70846, -8.11937, -0.82364)  0.08
H (-16.97346, -8.18748, 0.28429)  0.08
H (-17.52207, -9.84015, -1.52213)  0.13
H (-19.35237, -7.50958, -1.37570)  0.13
H (-19.29485, -8.79742, -0.29505)  0.13
H (-19.07915, -11.21922, -1.87715)  0.08
H (-20.61587, -11.28106, -2.68556)  0.09
H (-20.54679, -10.83915, -0.99194)  0.09
H (-18.23433, -8.61739, -3.58033)  0.06
H (-17.50246, -7.34711, -3.00441)  0.07
C (-12.98814, -4.97920, -7.56467)  -0.04
C (-13.70980, -6.34152, -7.48338)  -0.40
C (-12.83830, -7.51528, -7.93499)  -0.17
O (-13.54642, -8.75199, -7.59263)  -0.30
C (-13.16326, -9.85342, -8.43396)  -0.05
N (-14.13246, -6.64137, -6.09736)  0.02
H (-11.95701, -4.96702, -7.21150)  0.09
H (-13.45229, -4.19259, -6.96976)  0.08
H (-13.03726, -4.53157, -8.55731)  0.09
H (-14.59537, -6.30985, -8.11809)  0.14
H (-11.80043, -7.43612, -7.61147)  0.14
H (-12.70712, -7.34964, -9.00432)  0.13
H (-13.86777, -10.65348, -8.20665)  0.09
H (-12.14539, -10.14331, -8.17319)  0.10
H (-13.19470, -9.47064, -9.45406)  0.10
H (-13.32943, -6.32244, -5.57435)  0.09
H (-14.80419, -5.92270, -5.86848)  0.08
C (-21.33729, -18.85612, -6.62394)  -0.06
C (-21.55377, -17.36163, -6.91327)  -0.41
C (-20.28758, -16.49506, -7.11359)  -0.21
O (-19.53034, -16.48155, -5.90064)  -0.20
C (-18.28430, -15.75798, -6.00641)  -0.10
N (-22.32767, -17.30046, -8.17045)  0.02
H (-21.01302, -18.96410, -5.58891)  0.08
H (-20.66472, -19.29374, -7.36168)  0.08
H (-22.23276, -19.46851, -6.72985)  0.07
H (-22.08798, -16.85776, -6.10777)  0.14
H (-20.60325, -15.52953, -7.50882)  0.12
H (-19.57222, -16.85929, -7.85093)  0.11
H (-17.64748, -15.85952, -5.12764)  0.08
H (-18.53058, -14.69712, -6.05150)  0.08
H (-17.71953, -16.03608, -6.89624)  0.08
H (-23.16932, -17.81289, -7.94876)  0.06
H (-21.80274, -17.83725, -8.84603)  0.07
C (-16.33119, -21.35459, -6.89041)  -0.08
C (-15.50036, -20.45421, -6.01840)  -0.43
C (-14.73822, -19.43170, -6.87836)  -0.22
O (-14.14025, -18.34593, -6.18233)  -0.19
C (-12.92530, -18.70237, -5.51843)  -0.10
N (-16.48355, -19.73125, -5.17527)  0.05
H (-16.93946, -20.77572, -7.58540)  0.08
H (-16.90266, -22.10288, -6.34125)  0.08
H (-15.69052, -22.02952, -7.45795)  0.08
H (-14.77178, -21.00020, -5.41909)  0.13
H (-15.41149, -19.02089, -7.63072)  0.12
H (-13.97899, -20.01765, -7.39637)  0.12
H (-12.15538, -19.10908, -6.17412)  0.08
H (-13.07086, -19.42800, -4.71820)  0.08
H (-12.44782, -17.80546, -5.12391)  0.08
H (-17.02599, -19.00584, -5.62208)  0.07
H (-15.86743, -19.27038, -4.52098)  0.05
C (-12.37253, -15.73054, -10.11067)  -0.08
C (-12.69603, -16.78236, -11.15393)  -0.44
C (-13.48171, -16.16120, -12.30620)  -0.20
O (-14.10553, -17.18067, -13.10537)  -0.20
C (-14.57253, -16.73506, -14.35731)  -0.12
N (-11.42643, -17.36877, -11.53581)  0.04
H (-13.26018, -15.17522, -9.80768)  0.07
H (-11.74106, -14.88095, -10.37057)  0.07
H (-11.94014, -16.18849, -9.22105)  0.08
H (-13.31660, -17.55243, -10.69568)  0.14
H (-12.81449, -15.58826, -12.95013)  0.12
H (-14.23969, -15.44528, -11.98836)  0.12
H (-13.69969, -16.33421, -14.87266)  0.08
H (-15.38072, -16.00692, -14.28846)  0.08
H (-14.92714, -17.58728, -14.93702)  0.09
H (-10.89070, -16.61361, -11.93934)  0.07
H (-11.48430, -18.11061, -12.21876)  0.07
C (-13.03290, -21.75703, -0.70176)  -0.05
C (-14.52284, -21.56969, -0.49985)  -0.47
C (-14.95837, -20.17196, -0.17608)  -0.26
O (-14.67259, -19.40290, -1.31227)  -0.19
C (-15.35980, -18.09821, -1.23449)  -0.06
N (-15.26692, -22.09034, -1.62227)  0.05
H (-12.51398, -21.52091, 0.22725)  0.08
H (-12.77146, -21.12477, -1.55028)  0.08
H (-12.79506, -22.81723, -0.78850)  0.08
H (-14.82982, -22.24918, 0.29524)  0.14
H (-14.58128, -19.80266, 0.77761)  0.12
H (-16.01453, -20.24414, 0.08357)  0.12
H (-15.01277, -17.45603, -2.04398)  0.08
H (-15.11843, -17.63500, -0.27779)  0.08
H (-16.44036, -18.17526, -1.35518)  0.08
H (-14.98330, -21.53919, -2.41969)  0.05
H (-16.20298, -21.71403, -1.57437)  0.07

Record 2
DFT (the ωB97M-V functional and the def2-TZVPD basis) results for a 2-piece molecular cluster, C2H6N3O2 overall at a distorted geometry.

Energy relative to the best compared isomer or geometry (same formula, charge and spin) ... 619.7 kJ/mol
Net charge ... -1
Gap between HOMO and LUMO (spin up / spin down) ... 8.04 / 8.04 eV
LUMO (spin up / spin down) ... 4.24 / 4.24 eV

Each line ends with the Löwdin charge.
Element x y z (Å)
C (1.24585, -1.45948, 0.19259)  -0.07
C (0.10079, -0.85746, 0.42827)  -0.36
N (-1.06159, -1.07086, -0.20309)  0.02
N (0.88120, 1.84446, -0.39721)  -0.06
N (-1.91214, -0.08637, -0.20288)  -0.48
O (-1.92623, 0.86406, 0.66960)  -0.13
O (-2.71868, -0.11757, -1.21089)  -0.11
H (2.06355, -1.55712, 0.81686)  -0.01
H (1.54813, 1.46021, 0.33124)  0.02
H (1.31759, -2.24159, -0.58219)  0.04
H (-0.07930, 0.08129, 1.04212)  0.09
H (0.40000, 1.23978, -1.21220)  0.08
H (0.14083, 1.90065, 0.32778)  -0.03

Q: Which of these has the lowest net charge?
A: C2H6N3O2

Q: The highest net charge belongs to which entry?
A: C40H110MgN9O11